(1)
# C14H28O28S7

7 unconnected molecules or ions with the total composition C14H28O28S7 at a distorted geometry (the ωB97M-V functional and the def2-TZVPD basis, the Open Molecules 2025 dataset).

Calculated values
- HOMO-LUMO gap (eV) = 11.091
- LUMO level (eV) = 0.277
- max |F| (eV Å⁻¹) = 5.044
- relative energy (zero: lowest compared OMol25 entry of this formula, charge and spin) (kcal per mole) = 31.06
- SMILES = O=S1(=O)OCCO1.O=S1(=O)OCCO1.O=S1(=O)OCCO1.O=S1(=O)OCCO1.O=S1(=O)OCCO1.O=S1(=O)OCCO1.O=S1(=O)OCCO1
- HOMO energy (eV) = -10.8
- spin multiplicity = 1

Atoms and positions in Å:
S 17.306 11.486 10.027
S 14.349 7.526 9.504
S 12.267 12.970 12.534
S 16.369 17.760 13.175
S 13.534 8.980 17.189
S 15.217 13.889 15.606
S 8.994 9.457 12.692
O 12.454 8.712 16.021
O 13.548 8.028 8.214
O 9.017 9.202 14.252
O 15.770 7.705 8.864
O 8.060 10.510 12.540
O 12.524 14.232 11.974
O 14.246 8.504 10.541
O 18.018 12.772 10.552
O 11.692 12.028 11.444
O 17.585 18.296 12.606
O 11.571 12.818 13.716
O 13.835 14.103 15.792
O 16.191 16.174 12.717
O 14.162 6.150 9.778
O 16.110 17.700 14.571
O 17.083 10.849 11.489
O 13.648 12.205 12.668
O 15.616 12.397 16.173
O 10.308 9.471 12.109
O 18.243 10.657 9.369
O 15.993 14.703 16.860
O 15.948 14.100 14.381
O 8.188 8.104 12.215
O 13.189 8.141 18.293
O 14.822 9.057 16.562
O 15.105 18.254 12.326
O 13.084 10.507 17.473
O 16.051 11.835 9.559
C 15.660 8.843 7.916
C 12.217 9.951 15.309
C 12.254 11.068 16.444
C 12.624 11.121 10.861
C 16.971 11.836 12.531
C 17.613 13.148 11.954
C 13.482 10.852 12.097
C 14.791 15.891 12.508
C 14.424 8.502 7.174
C 15.886 12.439 17.545
C 8.531 7.898 14.549
C 14.008 17.283 12.504
C 7.535 7.597 13.393
C 16.742 13.738 17.761
H 13.095 10.013 14.668
H 16.508 11.572 17.739
H 14.492 10.395 11.966
H 13.380 17.400 11.630
H 17.447 11.465 13.399
H 17.688 13.633 17.295
H 14.417 15.416 13.384
H 12.527 12.106 16.170
H 18.489 13.504 12.447
H 8.035 7.867 15.549
H 14.955 12.429 18.114
H 15.917 11.980 12.745
H 13.485 17.478 13.434
H 16.540 8.835 7.302
H 11.312 9.777 14.745
H 16.842 13.908 11.785
H 13.217 11.606 10.075
H 16.813 14.274 18.715
H 13.983 9.391 6.676
H 11.983 10.328 10.500
H 14.607 15.291 11.606
H 14.584 7.693 6.457
H 11.267 11.059 16.881
H 6.658 8.237 13.523
H 12.923 10.270 12.850
H 9.340 7.207 14.485
H 7.240 6.596 13.341
H 15.523 9.745 8.555

Results of the Löwdin charge analysis, in e, for atoms 1 through 5: atom 1 (S): 0.539, atom 2 (S): 0.593, atom 3 (S): 0.518, atom 4 (S): 0.658, atom 5 (S): 0.642

=====

(2)
# C14H29AlBBr3Cl4F11IMgNO4P

A molecular structure, C14H29AlBBr3Cl4F11IMgNO4P at a distorted geometry (the ωB97M-V functional and the def2-TZVPD basis, the Open Molecules 2025 dataset).

Calculated values
- net charge = +2
- HOMO-LUMO gap (eV) = 1.740
- LUMO level (eV) = -11.640
- max |F| (eV Å⁻¹) = 8.691
- HOMO energy (eV) = -13.4
- spin multiplicity = 1

Atoms and positions in Å:
I 5.262 1.684 3.316
Br 4.276 -3.498 0.002
Br 2.363 -4.474 2.381
Br 4.102 -1.876 2.722
Cl -0.570 -4.968 0.803
Cl 0.899 -2.538 0.233
Cl -1.921 -2.717 -0.406
Cl 0.037 -4.185 -1.947
P 1.367 -0.799 -4.242
Al -1.120 0.824 5.628
Mg 5.156 0.439 -0.206
F 2.499 -1.722 -4.968
F 2.177 0.266 -5.177
F 0.343 -2.033 -4.520
F -3.190 -0.184 -3.209
F 2.429 -1.077 0.728
F 1.395 0.383 -3.099
F 0.016 -0.074 -4.796
F -5.435 0.269 -2.918
F 1.758 -1.592 -2.872
F -4.709 -1.917 -3.081
F -4.202 -0.689 -1.192
O -6.135 1.731 -6.449
O 0.931 0.439 5.105
O 3.733 -0.386 -2.942
O -5.851 3.908 -5.943
N -0.665 1.696 2.528
C -6.393 2.808 -5.920
C 3.117 1.505 2.833
C 4.025 -3.627 1.920
C -1.771 -0.533 2.251
C 1.215 -0.991 4.997
C 0.149 1.497 1.271
C 1.349 2.539 1.127
C -7.687 2.762 -5.029
C -0.805 -0.855 1.036
C 2.793 1.958 1.359
C -2.015 1.038 2.366
C 3.167 0.728 -2.297
C -0.396 -3.612 -0.341
C 0.554 -0.022 1.206
B -4.383 -0.633 -2.598
H 3.059 1.537 -3.018
H 3.510 2.807 1.150
H -0.559 -1.942 1.069
H -1.321 -0.616 0.074
H 1.312 2.912 0.070
H -8.541 2.479 -5.644
H -1.351 -0.855 3.252
H -2.529 1.363 1.430
H 0.287 -1.564 5.074
H 1.901 -1.287 5.789
H 1.111 3.419 1.787
H 3.049 1.170 0.591
H 1.281 -0.273 0.391
H 3.845 1.084 -1.464
H -2.667 1.291 3.243
H -7.547 2.022 -4.238
H 2.540 2.081 3.603
H 1.676 -1.182 4.031
H 3.818 -1.100 -2.293
H 2.188 0.463 -1.890
H -7.883 3.731 -4.577
H 0.948 -0.334 2.216
H -0.567 1.676 0.422
H 0.532 0.581 5.981
H 4.838 -4.232 2.306
H -0.159 1.180 3.278
H -2.776 -0.978 2.044
H 2.920 0.402 2.907
H -0.779 2.693 2.759

Results of the Löwdin charge analysis, in e, for atoms 1 through 5: atom 1 (I): 0.868, atom 2 (Br): 0.649, atom 3 (Br): 0.627, atom 4 (Br): 0.622, atom 5 (Cl): 0.512

=====

Energy in a.u., matching the order above: -5444.082401 -12673.248251